Formula: C4H4N4O
Source: the Open Molecules 2025 dataset
Level of theory: ωB97M-V/def2-TZVPD

Positions of all 13 atoms, in Å:
C1 0.7352 -1.4482 -1.6415
C2 0.2145 -0.4353 -0.6316
C3 -0.5926 0.8639 1.8308
C4 -0.0501 1.7749 0.7997
H1 1.4277 -0.9830 -2.3784
H2 0.9463 -2.3714 -0.8982
H3 -0.3385 -1.8829 -1.9942
H4 -1.6051 1.0171 2.4122
N1 0.5643 -0.9151 0.6480
N2 -0.3014 -0.4259 1.6024
N3 -0.8422 1.5745 -0.3287
N4 -0.6737 0.4327 -0.8178
O1 0.5156 2.7987 1.3972

Properties
- Charge: 0
- Lowest unoccupied orbital energy: -1.98 eV
- Max |F|: 9.80 eV/A
- SMILES: Cc1nncc(=O)nn1
- ΔE to the lowest compared entry with this formula, charge and spin: 691.04 kJ/mol
- Orbital gap: 7.7 eV